{
  "formula": "C24H45HgNP2Si",
  "method": "wB97M-V/def2-TZVPD",
  "elements": ["P", "P", "C", "C", "H", "H", "H", "H", "C", "H", "H", "H", "C", "H", "H", "H", "C", "H", "H", "H", "C", "H", "H", "H", "Hg", "C", "C", "C", "C", "C", "C", "C", "C", "C", "H", "H", "H", "H", "H", "H", "H", "H", "H", "H", "H", "H", "H", "H", "H", "C", "Si", "C", "C", "N", "C", "C", "C", "C", "C", "C", "H", "H", "H", "H", "H", "H", "H", "H", "H", "H", "H", "H", "H", "H"],
  "positions_angstrom": [[-1.61, 1.76, 1.32], [-2.17, -0.90, -0.76], [-3.24, 1.38, 0.59], [-3.49, -0.10, 0.25], [-3.33, 2.00, -0.32], [-4.02, 1.75, 1.28], [-3.57, -0.70, 1.18], [-4.44, -0.21, -0.29], [-2.50, -0.51, -2.50], [-1.80, -1.07, -3.14], [-2.35, 0.57, -2.68], [-3.53, -0.78, -2.78], [-2.28, -2.71, -0.60], [-3.29, -3.07, -0.84], [-2.02, -3.01, 0.43], [-1.56, -3.18, -1.29], [-1.05, 3.46, 1.06], [-0.06, 3.61, 1.52], [-1.76, 4.17, 1.51], [-0.96, 3.67, -0.02], [-1.52, 1.28, 3.06], [-1.68, 0.20, 3.17], [-2.28, 1.81, 3.65], [-0.52, 1.53, 3.46], [-0.05, 0.31, 0.03], [-7.38, -0.10, 0.38], [-7.12, 0.51, -0.78], [-7.53, 1.89, -1.21], [-7.83, 2.90, -0.07], [-6.71, 3.10, 0.91], [-6.43, 2.39, 2.00], [-7.21, 1.24, 2.57], [-8.11, 0.46, 1.58], [1.90, 1.05, 0.68], [-7.09, -1.15, 0.49], [-6.63, -0.08, -1.57], [-8.42, 1.83, -1.85], [-6.73, 2.30, -1.84], [-8.03, 3.87, -0.56], [-8.77, 2.61, 0.42], [-6.08, 3.98, 0.70], [-5.60, 2.73, 2.64], [-7.85, 1.59, 3.40], [-6.50, 0.53, 3.03], [-8.53, -0.39, 2.13], [-8.96, 1.09, 1.29], [2.46, 0.17, 0.98], [1.75, 1.71, 1.54], [2.43, 1.58, -0.12], [1.09, 0.71, -3.11], [1.98, -0.88, -2.60], [1.66, -2.17, -3.90], [3.78, -0.44, -2.39], [1.37, -1.51, -1.08], [1.76, -2.51, -0.27], [1.16, -2.69, 1.02], [1.59, -3.66, 1.90], [2.61, -4.54, 1.51], [3.21, -4.42, 0.26], [2.80, -3.44, -0.63], [1.55, 1.03, -4.06], [1.24, 1.53, -2.39], [0.02, 0.57, -3.27], [2.07, -1.83, -4.86], [2.14, -3.12, -3.62], [0.58, -2.35, -4.01], [3.91, 0.36, -1.65], [4.35, -1.31, -2.05], [4.17, -0.10, -3.36], [0.36, -2.00, 1.30], [1.13, -3.74, 2.89], [2.94, -5.32, 2.20], [4.02, -5.11, -0.03], [3.28, -3.36, -1.62]],
  "molar_mass_g_mol": 638.26,
  "charge": 0,
  "lumo_ev": 0.13
}

{
  "formula": "C24H45IP2Tb",
  "method": "wB97M-V/def2-TZVPD",
  "elements": ["Tb", "C", "C", "C", "C", "C", "C", "H", "H", "H", "C", "H", "H", "H", "C", "H", "H", "H", "C", "H", "H", "H", "C", "H", "H", "H", "C", "C", "C", "C", "C", "C", "C", "C", "H", "H", "H", "H", "H", "H", "H", "H", "H", "H", "H", "H", "P", "C", "H", "H", "H", "C", "H", "H", "H", "C", "H", "H", "H", "P", "C", "H", "H", "H", "C", "H", "H", "H", "C", "H", "H", "H", "I"],
  "positions_angstrom": [[0.41, -0.86, 0.55], [1.29, -2.74, -0.63], [0.19, -3.26, 0.16], [-0.71, -2.04, -1.58], [0.71, -2.03, -1.73], [-1.02, -2.67, -0.34], [2.75, -2.70, -0.31], [2.94, -2.42, 0.75], [3.28, -1.97, -0.95], [3.21, -3.69, -0.47], [1.43, -1.57, -2.94], [2.51, -1.70, -2.85], [1.23, -0.52, -3.18], [1.12, -2.16, -3.82], [-1.67, -1.80, -2.69], [-1.62, -2.63, -3.43], [-1.45, -0.88, -3.23], [-2.70, -1.78, -2.32], [-2.37, -2.66, 0.31], [-2.39, -3.29, 1.20], [-3.12, -3.04, -0.40], [-2.69, -1.64, 0.60], [0.21, -4.33, 1.18], [0.07, -5.30, 0.71], [-0.60, -4.20, 1.90], [1.15, -4.33, 1.75], [1.22, 2.35, 0.78], [1.84, 1.57, 1.67], [1.50, 1.65, 3.13], [0.00, 1.36, 3.49], [-0.87, 0.72, 2.44], [-1.46, 1.40, 1.42], [-1.25, 2.87, 1.20], [0.21, 3.37, 1.21], [1.70, 2.66, 3.52], [-0.43, 2.30, 3.85], [2.12, 0.92, 3.67], [0.46, 3.78, 2.20], [1.43, 2.31, -0.30], [2.71, 0.95, 1.40], [0.24, 4.22, 0.51], [-1.68, 3.13, 0.22], [-2.24, 0.94, 0.80], [-1.80, 3.46, 1.96], [0.02, 0.66, 4.35], [-1.21, -0.30, 2.68], [3.97, 0.84, -4.43], [5.20, 0.03, -5.55], [6.01, 0.72, -5.81], [4.68, -0.29, -6.47], [5.61, -0.85, -5.05], [3.58, 2.29, -5.50], [4.49, 2.77, -5.87], [2.99, 3.01, -4.92], [2.97, 1.95, -6.35], [5.17, 1.67, -3.30], [5.93, 2.22, -3.88], [5.66, 0.91, -2.68], [4.63, 2.37, -2.65], [-4.27, 0.40, -3.76], [-5.80, -0.50, -3.24], [-6.69, -0.04, -3.69], [-5.89, -0.46, -2.15], [-5.73, -1.55, -3.56], [-4.83, 2.11, -3.37], [-5.80, 2.32, -3.83], [-4.07, 2.82, -3.74], [-4.91, 2.22, -2.28], [-4.60, 0.43, -5.57], [-5.54, 0.95, -5.79], [-4.66, -0.60, -5.95], [-3.77, 0.94, -6.07], [1.57, -1.83, 3.10]],
  "molar_mass_g_mol": 681.40,
  "charge": 1,
  "lumo_ev": [-3.78, -3.48],
  "multiplicity": 7
}